[1]
C21H47OP3SSm | ωB97M-V/def2-TZVPD

Output
HOMO (spin up / spin down) = -15.212 / -15.212 eV
E_tot = -2982.7928 Eh
orbital gap (spin up / spin down) = 0.1456 / 0.1616 hartree

Structure (ORCA input):
```
! RIJCOSX wB97M-V def2-TZVPD def2/J DEFGRID3
* xyz 3 6
Sm -0.266 -0.164 0.789
S -0.422 -1.440 -3.961
P -2.077 2.147 1.090
P 2.008 1.381 1.818
P 0.668 1.321 -1.443
O -0.491 -1.000 2.922
C 2.000 3.214 1.977
C -2.734 2.693 2.710
C -0.082 -2.373 -0.497
C -1.789 3.803 0.341
C -3.663 1.721 0.257
C 1.332 3.009 -1.585
C 0.950 -2.780 3.883
C 1.936 0.408 -2.394
C -0.544 -2.628 -5.231
C 1.152 -2.200 0.095
C -0.412 -0.508 5.391
C -0.385 -2.453 3.266
C -0.849 1.515 -2.468
C -1.613 -2.519 -6.131
C -1.868 -3.543 -7.042
C 0.419 -3.644 -5.434
C 3.674 1.150 1.073
C 2.365 0.930 3.561
C -0.945 -0.137 4.022
C -1.036 -4.663 -7.090
C 0.144 -4.680 -6.340
H -1.219 -2.655 3.948
H 4.416 1.705 1.669
H -3.123 1.839 3.279
H -1.469 -1.779 -3.109
H -4.394 2.539 0.320
H -2.614 4.487 0.591
H 1.426 3.270 -2.649
H -0.963 -2.756 0.044
H 2.909 0.499 -1.894
H 2.958 3.543 2.405
H -2.209 -1.616 -6.083
H 1.397 -2.615 1.080
H -1.392 0.561 -2.540
H 1.084 -2.315 4.863
H -3.542 3.417 2.543
H -0.568 -2.981 2.331
H -1.943 3.165 3.307
H -0.843 0.175 6.129
H -1.712 3.746 -0.750
H -3.470 1.495 -0.798
H 0.860 -5.499 -6.478
H 1.001 -3.857 4.073
H 2.313 3.073 -1.103
H 1.710 -0.664 -2.459
H -0.198 -2.301 -1.586
H 1.365 -3.593 -4.902
H -4.085 0.828 0.736
H 2.372 -0.160 3.695
H 2.018 -1.866 -0.484
H -0.632 0.881 3.769
H 3.704 1.524 0.041
H -1.294 -5.505 -7.734
H 1.871 3.697 1.002
H 1.774 -2.501 3.217
H 3.355 1.320 3.830
H 3.938 0.083 1.086
H -2.710 -3.457 -7.722
H -2.039 -0.155 3.980
H 1.191 3.528 2.649
H -1.528 2.255 -2.021
H -0.577 1.836 -3.484
H -0.857 4.229 0.733
H 1.625 1.372 4.239
H 0.655 3.717 -1.096
H -0.700 -1.511 5.702
H 0.675 -0.393 5.454
H 1.991 0.832 -3.405
*
```

Calculated atomic charges, method Löwdin, unit e: Sm 1.37; S 0.82; P 0.71; P 0.72; P 0.68; O -0.43; C -0.24; C -0.26; C -0.13; C -0.25; C -0.26; C -0.24; C -0.04; C -0.27; C -0.63; C -0.10; C -0.05; C -0.18; C -0.28; C -0.11; C -0.05; C -0.09; C -0.24; C -0.25; C -0.23; C -0.05; C -0.06; H 0.14; H 0.08; H 0.05; H -0.08; H 0.08; H 0.08; H 0.08; H 0.09; H 0.05; H 0.08; H 0.10; H 0.07; H -0.01; H 0.08; H 0.08; H 0.10; H 0.06; H 0.12; H 0.03; H 0.04; H 0.12; H 0.12; H 0.04; H -0.01; H 0.01; H 0.10; H 0.05; H 0.04; H 0.09; H 0.09; H 0.03; H 0.12; H 0.03; H 0.07; H 0.08; H 0.06; H 0.12; H 0.13; H 0.05; H 0.02; H 0.08; H 0.04; H 0.05; H 0.03; H 0.09; H 0.08; H 0.08

[2]
C10H18O2 | ωB97M-V/def2-TZVPD

Output
HOMO = -9.449 eV
ΔE to the lowest compared entry with this formula, charge and spin = 0.4829 eV
SMILES = O=C1C=CCCC1.CC(C)(C)O
E_tot = -542.3020 Eh
orbital gap = 0.3502 hartree

Structure (ORCA input):
```
! RIJCOSX wB97M-V def2-TZVPD def2/J DEFGRID3
* xyz 0 1
O -1.480 -0.040 0.451
O 1.313 -0.078 0.613
C 1.499 -0.916 -2.777
C 1.848 0.025 -0.508
C 2.126 0.338 -3.418
C 2.224 1.472 -2.456
C 2.165 1.312 -1.112
C -1.936 -0.025 1.805
C -3.456 -0.021 1.725
C -1.411 1.216 2.525
C -1.411 -1.252 2.550
C 2.087 -1.184 -1.403
H 2.259 2.146 -0.416
H -0.315 1.242 2.472
H 2.388 2.468 -2.879
H -0.315 -1.280 2.496
H 0.422 -0.741 -2.665
H 1.528 0.627 -4.291
H -3.807 -0.909 1.190
H 1.627 -2.070 -0.953
H -1.714 -1.233 3.605
H -0.500 -0.061 0.519
H -1.715 1.221 3.580
H -3.914 -0.012 2.720
H 1.609 -1.796 -3.421
H -3.801 0.862 1.179
H 3.173 -1.340 -1.457
H 3.118 0.072 -3.820
H -1.805 -2.166 2.094
H -1.806 2.121 2.052
*
```

Calculated atomic charges, method Löwdin, unit e: O -0.05; O 0.03; C -0.19; C -0.36; C -0.19; C -0.05; C -0.01; C -0.69; C -0.04; C -0.04; C -0.04; C -0.12; H 0.12; H 0.08; H 0.11; H 0.08; H 0.12; H 0.11; H 0.08; H 0.12; H 0.09; H 0.04; H 0.09; H 0.09; H 0.11; H 0.08; H 0.13; H 0.12; H 0.08; H 0.08

[3]
C28H25N9O9Re | ωB97M-V/def2-TZVPD

Output
HOMO (spin up / spin down) = -13.878 / -13.703 eV
ΔE to the lowest compared entry with this formula, charge and spin = 0.7075 eV
E_tot = -2329.7283 Eh
orbital gap (spin up / spin down) = 0.2517 / 0.2354 hartree

Structure (ORCA input):
```
! RIJCOSX wB97M-V def2-TZVPD def2/J DEFGRID3
* xyz 2 2
Re 0.605 0.388 0.048
O 1.768 -2.586 1.112
O -5.555 3.726 -2.856
O -4.751 -0.299 1.915
O -0.763 2.944 -2.858
O -6.852 2.648 -1.506
O -3.219 -1.456 0.937
O 0.132 1.345 -1.620
O -1.395 0.456 0.385
O 0.764 -0.163 2.110
N 2.715 0.302 0.236
N -1.661 -1.618 -1.794
N 1.149 2.272 0.845
N -5.771 2.921 -1.980
N 1.830 -0.601 -1.974
N 0.106 -1.707 -0.236
N -3.910 -0.456 1.063
N 0.427 -0.784 4.199
N -1.041 -3.580 -0.687
C 0.073 -0.050 3.161
C 1.856 4.426 2.417
C 5.225 -0.144 1.251
C -0.045 -3.992 0.280
C -2.391 0.952 -0.298
C -4.606 2.202 -1.432
C -1.097 0.866 3.340
C 0.655 4.430 1.722
C 4.751 -0.907 0.198
C -4.807 1.263 -0.433
C -1.998 -4.486 -1.297
C -3.349 2.466 -1.929
C -2.236 1.842 -1.377
C 3.208 1.122 1.185
C 2.711 3.341 2.290
C 2.341 2.277 1.488
C 0.753 -2.714 0.474
C 3.486 -0.646 -0.302
C 2.938 -1.218 -1.542
C -0.897 2.121 -1.998
C 3.044 -2.486 -3.557
C -0.917 -2.280 -0.915
C 4.461 0.913 1.730
C 3.558 -2.198 -2.301
C 1.351 -0.854 -3.179
C 0.336 3.331 0.953
C 1.942 -1.786 -4.022
C -3.712 0.620 0.087
H -2.536 -2.005 -2.107
H -3.215 3.163 -2.746
H 0.485 -0.278 -3.484
H 3.662 3.335 2.802
H 3.516 -3.235 -4.178
H 2.132 5.262 3.045
H -2.174 -4.211 -2.337
H -0.495 -4.309 1.224
H -5.809 1.034 -0.094
H -1.537 -0.622 -1.873
H -1.980 0.276 3.591
H 1.192 -1.439 4.117
H 4.427 -2.725 -1.934
H -0.080 -0.744 5.069
H -1.584 -5.491 -1.282
H -2.944 -4.492 -0.754
H 6.205 -0.337 1.665
H -0.594 3.290 0.399
H 5.364 -1.682 -0.235
H -0.025 5.267 1.776
H -0.904 1.553 4.165
H -1.299 1.427 2.437
H 0.583 -4.803 -0.092
H 4.847 1.557 2.505
H 1.548 -1.950 -5.014
*
```

Calculated atomic charges, method Löwdin, unit e: Re 1.79; O 0.09; O 0.11; O 0.13; O 0.16; O 0.11; O 0.07; O -0.22; O -0.24; O -0.11; N 0.01; N 0.26; N -0.03; N -0.35; N 0.05; N 0.02; N -0.34; N 0.24; N -0.07; C -0.45; C 0.01; C 0.02; C 0.00; C -0.29; C -0.10; C 0.04; C 0.00; C 0.05; C 0.11; C 0.02; C 0.10; C -0.07; C -0.18; C 0.03; C -0.18; C -0.44; C -0.18; C -0.20; C -0.53; C -0.01; C -0.38; C 0.04; C 0.03; C -0.09; C -0.06; C 0.00; C -0.06; H 0.13; H 0.15; H 0.12; H 0.12; H 0.13; H 0.13; H 0.10; H 0.16; H 0.15; H 0.09; H 0.11; H 0.15; H 0.12; H 0.14; H 0.10; H 0.11; H 0.13; H 0.13; H 0.13; H 0.13; H 0.11; H 0.06; H 0.15; H 0.12; H 0.12

[4]
C28H25F5NOSZr | ωB97M-V/def2-TZVPD

Output
HOMO = -11.005 eV
E_tot = -2156.3053 Eh
orbital gap = 0.2395 hartree

Structure (ORCA input):
```
! RIJCOSX wB97M-V def2-TZVPD def2/J DEFGRID3
* xyz 1 1
Zr 0.356 -0.865 0.367
S -0.048 -3.238 -0.547
F -2.642 -7.502 2.648
F -0.072 -3.545 2.576
F -1.763 -5.393 -1.505
F -2.927 -7.405 -0.088
F -1.238 -5.531 3.944
O 1.716 0.305 -3.378
N 0.553 2.328 -3.069
C -2.448 4.956 0.103
C 2.631 0.058 0.604
C -0.572 4.151 -1.213
C -1.478 -0.994 1.932
C 2.245 -2.049 1.464
C -1.090 5.009 -0.231
C 1.704 -1.092 2.380
C -0.743 -4.499 1.863
C -1.338 -5.516 2.596
C -3.304 4.077 -0.573
C -2.046 -1.119 0.623
C -2.063 -6.512 1.940
C -1.211 1.029 0.851
C 1.965 0.220 1.863
C 1.338 0.961 -1.178
C -1.426 3.249 -1.854
C -0.831 -4.423 0.458
C 2.734 1.112 -0.476
C -0.966 0.336 2.068
C 3.935 0.798 -1.382
C 1.271 1.205 -2.675
C -0.911 2.237 -2.848
C -2.198 -6.464 0.552
C 2.805 -1.346 0.357
C -1.878 0.128 -0.050
C -1.594 -5.438 -0.163
C 2.893 2.501 0.136
C -2.797 3.245 -1.568
H -1.058 2.094 0.678
H -2.847 5.603 0.887
H 3.750 -0.067 -2.029
H -1.181 1.227 -2.483
H 0.481 4.186 -1.504
H -1.429 2.350 -3.815
H 3.333 -1.773 -0.496
H 3.076 3.241 -0.652
H -2.617 -1.962 0.242
H 1.270 -1.304 3.355
H 2.350 -3.119 1.619
H -0.422 5.713 0.267
H 2.012 2.811 0.711
H 4.173 1.658 -2.021
H 3.761 2.494 0.814
H 0.772 2.589 -4.027
H -3.448 2.571 -2.130
H 1.813 1.174 2.367
H 4.816 0.593 -0.753
H -0.572 0.787 2.977
H 0.596 1.612 -0.684
H 1.046 -0.156 -1.239
H -4.366 4.035 -0.329
H -2.310 0.394 -1.014
H -1.563 -1.728 2.730
*
```

Calculated atomic charges, method Löwdin, unit e: Zr 1.41; S 0.69; F 0.13; F 0.04; F 0.07; F 0.12; F 0.12; O 0.11; N 0.06; C -0.08; C -0.27; C -0.06; C -0.17; C -0.16; C -0.07; C -0.16; C -0.20; C -0.12; C -0.07; C -0.20; C -0.11; C -0.15; C -0.11; C -0.09; C -0.24; C -0.50; C -0.47; C -0.16; C -0.02; C -0.44; C -0.12; C -0.12; C -0.10; C -0.15; C -0.22; C -0.02; C -0.06; H 0.11; H 0.11; H 0.09; H 0.11; H 0.11; H 0.15; H 0.14; H 0.10; H 0.12; H 0.13; H 0.12; H 0.11; H 0.08; H 0.10; H 0.11; H 0.15; H 0.12; H 0.13; H 0.11; H 0.13; H 0.10; H 0.08; H 0.11; H 0.11; H 0.13

[5]
C5HN2O2P | ωB97M-V/def2-TZVPD

Output
HOMO = -9.786 eV
ΔE to the lowest compared entry with this formula, charge and spin = 0.0000 eV
SMILES = C#CC(=C=NP(=O)=O)C#N
E_tot = -792.3757 Eh
orbital gap = 0.3064 hartree

Structure (ORCA input):
```
! RIJCOSX wB97M-V def2-TZVPD def2/J DEFGRID3
* xyz 0 1
P -3.021 3.156 1.995
O -4.472 3.085 2.083
O -1.998 4.176 2.066
N 1.388 2.539 2.772
N -2.338 1.583 2.246
C 0.882 -0.920 -0.303
C -0.022 0.838 1.499
C -1.287 1.145 1.829
C 0.779 1.720 2.199
C 0.474 -0.167 0.557
H 1.164 -1.853 -0.906
*
```

Calculated atomic charges, method Löwdin, unit e: P 0.62; O -0.25; O -0.23; N 0.19; N 0.07; C 0.11; C -0.24; C -0.05; C -0.22; C -0.08; H 0.08